Entry 1:
62
Properties=species:S:1:pos:R:3 method="wB97M-V/def2-TZVPD" s2=2.01 total_charge=-1 gap_ha="0.2020 / 0.1991" multiplicity=3 energy_ev=-84938.4954
C -2.256 1.332 -0.956
C -1.760 0.174 -1.615
C -1.623 -0.857 -0.647
H -1.621 0.050 -2.680
C -2.016 -0.323 0.621
C -2.371 1.041 0.434
H -2.115 -0.888 1.537
C 1.272 2.789 -1.526
C 0.706 2.124 -2.637
C 0.942 0.732 -2.495
H 0.240 2.600 -3.492
C 1.633 0.518 -1.249
C 1.856 1.832 -0.662
H -1.395 -1.895 -0.851
H -2.746 1.699 1.204
H -2.550 2.253 -1.439
H 2.502 1.999 0.198
H 0.728 -0.055 -3.217
H 1.342 3.860 -1.388
Ni -0.365 0.705 -0.150
C 2.298 -0.751 -0.758
C 3.779 -0.469 -0.451
C 2.227 -1.867 -1.809
H 4.290 -0.111 -1.356
H 4.246 -1.398 -0.108
H 3.888 0.274 0.346
H 2.693 -1.535 -2.747
H 1.194 -2.177 -2.012
H 2.781 -2.736 -1.433
C 1.503 -1.180 0.508
C 2.094 -2.333 1.279
H 0.493 -1.494 0.190
H 1.397 -0.326 1.208
O 3.287 -2.612 1.214
N 1.273 -3.093 2.065
C -0.154 -2.957 2.318
H 1.756 -3.812 2.591
C -1.023 -3.631 1.272
C -2.414 -3.566 1.419
H -2.822 -3.074 2.307
C -3.253 -4.104 0.443
H -4.335 -4.003 0.554
C -2.702 -4.770 -0.659
H -3.359 -5.199 -1.418
C -1.315 -4.900 -0.775
H -0.871 -5.436 -1.616
C -0.473 -4.344 0.199
H 0.609 -4.480 0.138
H -0.437 -1.893 2.414
H -0.353 -3.424 3.296
S 0.125 2.160 1.437
C -0.317 3.807 1.151
C -1.001 4.307 0.021
C -1.252 5.670 -0.108
C -0.823 6.566 0.877
C -0.159 6.082 2.016
C 0.078 4.725 2.162
H -1.316 3.629 -0.767
H -1.780 6.035 -0.991
H -1.007 7.636 0.761
H 0.173 6.770 2.792
H 0.584 4.325 3.039



Entry 2:
69
Properties=species:S:1:pos:R:3 method="wB97M-V/def2-TZVPD" total_charge=0 gap_ha=0.1209 multiplicity=1 energy_ev=-61450.8383
C -3.155 4.947 -3.010
C -2.402 3.695 -2.776
C -1.981 2.765 -3.711
C -1.227 1.686 -3.133
C -1.110 1.822 -1.765
B -0.594 0.697 -0.704
C 1.007 1.022 -0.813
C 1.585 1.957 0.031
C 2.936 2.279 -0.107
C 3.516 3.274 0.866
F 4.796 3.630 0.562
F 2.769 4.424 0.918
F 3.534 2.768 2.148
C 3.712 1.711 -1.107
C 3.115 0.768 -1.932
C 3.871 0.149 -3.077
F 3.998 -1.213 -2.924
F 3.210 0.346 -4.266
F 5.127 0.657 -3.219
C 1.783 0.386 -1.761
O -1.149 0.867 0.596
C -2.327 0.063 0.597
C -2.585 -0.356 2.036
C -3.512 0.875 0.111
C -1.951 -1.102 -0.448
C -1.118 -2.185 0.195
C -3.135 -1.733 -1.154
O -1.103 -0.466 -1.389
S -1.861 3.253 -1.168
H -3.496 4.993 -4.050
H -4.009 4.999 -2.320
H -2.491 5.805 -2.841
H -2.189 2.834 -4.780
H -0.784 0.892 -3.733
H 0.997 2.408 0.831
H 4.745 2.011 -1.254
H 1.355 -0.402 -2.383
H -3.393 -1.095 2.089
H -1.686 -0.762 2.507
H -2.897 0.528 2.602
H -4.445 0.302 0.200
H -3.594 1.775 0.728
H -3.374 1.192 -0.928
H -1.646 -2.650 1.037
H -0.849 -2.940 -0.550
H -0.172 -1.750 0.549
H -3.802 -2.193 -0.411
H -3.699 -0.994 -1.735
H -2.772 -2.514 -1.828
C 1.938 -0.211 2.180
C 1.779 -1.561 1.600
C 2.644 -1.966 0.460
C 1.116 -2.574 2.374
C 0.885 -3.900 1.877
C -0.038 -4.733 2.505
C -0.684 -4.311 3.679
C -0.302 -3.110 4.287
C 0.568 -2.247 3.648
H 0.968 0.239 2.451
H 2.583 -0.255 3.076
H 2.433 0.441 1.456
H 2.216 -2.770 -0.163
H 2.871 -1.121 -0.202
H 3.613 -2.340 0.846
H 1.393 -4.218 0.965
H -0.243 -5.722 2.089
H -1.457 -4.922 4.146
H -0.663 -2.844 5.282
H 0.833 -1.297 4.119



Entry 3:
77
Properties=species:S:1:pos:R:3 method="wB97M-V/def2-TZVPD" s2=3.76 total_charge=0 gap_ha="0.2482 / 0.3359" multiplicity=4 energy_ev=-133942.9176
V -0.469 1.221 -1.344
N -1.713 -0.553 -1.926
C -1.877 -1.807 -1.315
C -3.156 -2.340 -1.151
C -3.326 -3.622 -0.667
C -2.225 -4.414 -0.356
C -0.958 -3.877 -0.474
C -0.770 -2.557 -0.900
P 0.867 -1.873 -0.683
C 1.993 -3.035 -1.443
C 1.722 -3.472 -2.743
C 2.555 -4.397 -3.344
C 3.655 -4.895 -2.657
C 3.925 -4.469 -1.367
C 3.093 -3.541 -0.756
C 1.274 -1.848 1.077
C 0.640 -2.611 2.048
C 1.085 -2.571 3.365
C 2.164 -1.771 3.708
C 2.777 -0.979 2.745
C 2.329 -1.005 1.435
H -2.603 -0.086 -2.135
H -1.169 -0.635 -2.789
H -4.007 -1.740 -1.450
H -4.327 -4.022 -0.565
H -2.355 -5.435 -0.026
H -0.095 -4.482 -0.218
H 0.887 -3.050 -3.286
H 2.352 -4.722 -4.355
H 4.305 -5.617 -3.133
H 4.782 -4.855 -0.832
H 3.312 -3.217 0.252
H -0.200 -3.242 1.789
H 0.593 -3.175 4.116
H 2.521 -1.754 4.730
H 3.605 -0.336 3.015
H 2.786 -0.367 0.689
C 0.154 6.483 0.142
N 0.459 5.286 -0.614
C 1.122 5.213 -1.821
C 1.104 3.905 -2.177
N 0.457 3.161 -1.214
C 0.084 4.035 -0.305
H 0.767 7.297 -0.236
H 0.387 6.333 1.195
H -0.898 6.747 0.034
H 1.524 6.081 -2.309
H 1.522 3.484 -3.077
H -0.520 3.830 0.562
Cl -5.049 2.860 0.774
C -4.299 3.336 -0.780
Cl -3.524 4.929 -0.607
C -3.356 2.207 -1.232
O -3.916 1.245 -1.756
O -2.137 2.380 -0.975
H -5.106 3.448 -1.497
O -0.539 0.815 0.794
S -1.452 1.573 1.760
C -2.045 0.308 2.912
C -1.624 0.732 4.315
C -0.231 1.336 4.156
C -0.345 2.313 2.994
H -1.524 -0.593 2.584
H -3.117 0.185 2.769
H -1.642 -0.118 4.998
H -2.317 1.481 4.707
H 0.482 0.553 3.898
H 0.122 1.830 5.061
H 0.586 2.518 2.467
H -0.808 3.256 3.293
F 0.621 -1.002 -3.693
Te 1.785 0.601 -3.049
F 3.030 -0.796 -2.979
F -0.704 1.513 -3.279
F 2.803 1.335 -1.581
F 3.137 1.467 -4.156
O 1.036 -0.417 -1.131